(1)
Density functional theory data (ωB97M-V/def2-TZVPD) for a 7-piece molecular cluster, C15H42F4IO7P overall at a distorted geometry.

Max |F|: 1.4 eV/A
Energy: -2161.74892 hartree
SMILES: CC(C)C[C@@H](C)CO[PH2](I)C(F)(F)C(F)F.CO.CO.CO.CO.CO.CO

The geometry in ORCA input format:
```
! wB97M-V def2-TZVPD RIJCOSX def2/J DEFGRID3
* xyz 0 1
C 2.97055 3.63636 0.54367
C 2.37789 2.65106 -0.49287
C 1.54069 3.43393 -1.53103
C 1.53877 1.60284 0.24326
C 0.84785 0.56908 -0.68229
C 1.09626 -0.84946 -0.12019
C -0.63842 0.77969 -0.95577
O -1.35217 1.25511 0.19778
P -3.01251 1.18101 0.10643
I -5.56109 0.75224 -0.03433
C -3.29369 3.01665 0.52584
F -3.88680 3.14175 1.72986
F -2.09352 3.62548 0.59413
C -4.13131 3.76670 -0.56942
F -5.37334 4.01323 -0.12120
F -3.54723 4.97006 -0.80545
H 3.81357 4.16950 0.10772
H 2.18924 4.32223 0.85512
H 3.26911 3.08225 1.43348
H 3.23425 2.18176 -0.98094
H 2.01596 3.39589 -2.51225
H 0.52358 3.06627 -1.61988
H 1.49706 4.48916 -1.26388
H 2.23081 1.02312 0.85813
H 0.86183 2.10446 0.93528
H 1.35336 0.64458 -1.64872
H 0.36020 -1.56714 -0.46730
H 1.13650 -0.81452 0.96297
H 2.07585 -1.17591 -0.46981
H -1.04601 -0.19248 -1.24640
H -0.79441 1.49405 -1.76902
H -3.03838 0.26980 1.15806
H -3.00369 0.86084 -1.25341
H -4.15745 3.22763 -1.51699
C -0.01631 4.59650 3.67215
O 1.22064 4.28442 3.03701
H -0.68140 3.75594 3.50766
H 0.11496 4.73773 4.74877
H -0.46908 5.49448 3.24437
H 1.81624 5.02264 3.19049
C -5.57247 -0.81751 -3.59890
O -4.17183 -0.60236 -3.78053
H -5.84948 -0.26566 -2.70531
H -6.14503 -0.44050 -4.45055
H -5.79493 -1.87683 -3.44749
H -3.89457 -1.08154 -4.56446
C 1.75899 -4.14560 -2.04292
O 0.74145 -3.16911 -2.25385
H 1.95795 -4.18230 -0.97420
H 1.42451 -5.13214 -2.37734
H 2.67314 -3.87008 -2.57128
H 0.56153 -3.12990 -3.19600
C 1.26385 -3.72920 2.66887
O 1.72822 -2.38712 2.52308
H 1.46715 -4.24565 1.73369
H 1.78983 -4.24011 3.47952
H 0.19253 -3.75894 2.86770
H 1.55142 -1.92890 3.34847
C -1.69176 -4.13044 5.56420
O -1.12842 -5.07045 4.65554
H -1.89732 -3.22203 5.00316
H -2.62834 -4.49901 5.98978
H -0.99762 -3.89436 6.37529
H -0.94416 -5.87719 5.14241
C 5.53076 -3.61272 -4.03949
O 4.31655 -2.86910 -4.00287
H 5.61794 -4.13615 -3.09082
H 5.52382 -4.34709 -4.84912
H 6.39513 -2.95527 -4.16020
H 4.23279 -2.40170 -4.83741
*
```

***

(2)
Density functional theory data (ωB97M-V/def2-TZVPD) for a 7-piece molecular cluster, C38H34Br2N6O12 overall at a distorted geometry.

Max |F|: 1.3 eV/A
Energy: -7847.33411 hartree
SMILES: O=[N+]([O-])c1ccccc1.O=[N+]([O-])c1ccccc1.O=[N+]([O-])c1ccccc1.O=[N+]([O-])c1ccccc1.O=[N+]([O-])c1ccccc1.O=[N+]([O-])c1ccccc1.BrCCBr

The geometry in ORCA input format:
```
! wB97M-V def2-TZVPD RIJCOSX def2/J DEFGRID3
* xyz 0 1
O -2.53983 -5.67523 -1.43325
N -2.32068 -4.48410 -1.45910
O -1.59117 -3.89153 -0.68114
C -3.00133 -3.69462 -2.47977
C -3.13749 -2.33920 -2.26178
C -3.82897 -1.56843 -3.17183
C -4.37259 -2.18688 -4.29120
C -4.23857 -3.55094 -4.50739
C -3.50328 -4.30467 -3.60954
H -2.73821 -1.93861 -1.34047
H -3.94626 -0.50009 -3.06608
H -4.94609 -1.57407 -4.97829
H -4.71369 -4.04949 -5.33954
H -3.34106 -5.36484 -3.75420
O 4.29241 -4.86073 -4.95420
N 4.03762 -3.72811 -5.30610
O 4.78411 -3.01300 -5.94564
C 2.72152 -3.18125 -4.94613
C 2.42600 -1.87425 -5.28923
C 1.20989 -1.34557 -4.90233
C 0.35418 -2.10487 -4.11666
C 0.64570 -3.43460 -3.82489
C 1.85888 -3.97272 -4.21672
H 3.08817 -1.32686 -5.94308
H 0.91247 -0.35700 -5.22485
H -0.56609 -1.70369 -3.70573
H -0.01452 -3.95363 -3.14165
H 2.07780 -5.01401 -4.03166
O -3.35565 -4.91830 2.15491
N -4.09470 -5.02434 1.19218
O -4.45715 -6.06495 0.70190
C -4.53259 -3.78324 0.54336
C -5.39208 -3.87100 -0.54030
C -5.86294 -2.70510 -1.11213
C -5.42071 -1.47706 -0.62503
C -4.44678 -1.41083 0.35691
C -3.99655 -2.58025 0.95780
H -5.66461 -4.86309 -0.87423
H -6.60731 -2.73873 -1.89534
H -5.77350 -0.54988 -1.06185
H -4.02607 -0.47802 0.70677
H -3.16767 -2.57342 1.65167
O 5.17776 5.75012 3.21829
N 5.12482 5.34385 4.36063
O 6.02913 5.41277 5.16665
C 3.88508 4.69585 4.79571
C 2.94814 4.36909 3.84432
C 1.77872 3.72722 4.20102
C 1.61600 3.33073 5.52702
C 2.59997 3.57459 6.46448
C 3.74619 4.27268 6.10123
H 3.04913 4.66853 2.80923
H 1.05225 3.49367 3.43742
H 0.73427 2.77318 5.82562
H 2.48775 3.31118 7.50686
H 4.53147 4.49762 6.80979
O 0.05069 6.85363 3.01966
N -0.18501 6.14770 2.06504
O -1.21357 5.51114 1.90784
C 0.86463 5.98911 1.05707
C 2.02191 6.73310 1.11758
C 3.03164 6.50679 0.20150
C 2.88750 5.50841 -0.75979
C 1.71537 4.77821 -0.83675
C 0.69226 5.05288 0.05491
H 2.19631 7.43992 1.91850
H 3.96992 7.03583 0.28565
H 3.71773 5.30598 -1.42608
H 1.54954 4.00467 -1.57320
H -0.23143 4.49376 -0.01021
O -1.22597 -0.02476 -1.44307
N -0.48590 0.58873 -0.70478
O 0.25356 1.49638 -1.05416
C -0.47985 0.25814 0.71991
C 0.06134 1.13557 1.62759
C 0.11837 0.78326 2.96714
C -0.25771 -0.50190 3.35598
C -0.79718 -1.39054 2.43331
C -0.94118 -0.98488 1.11475
H 0.46884 2.08832 1.31356
H 0.35291 1.55294 3.68259
H -0.03007 -0.81587 4.36961
H -1.01327 -2.41091 2.71711
H -1.39251 -1.68609 0.42277
Br 5.27772 -2.01821 -0.12025
C 3.93764 -1.86928 1.27413
C 2.67560 -1.19833 0.83405
Br 1.88588 -1.97189 -0.74962
H 4.41502 -1.32471 2.08405
H 3.76092 -2.88928 1.60612
H 2.84839 -0.14914 0.59877
H 1.92866 -1.21860 1.62630
*
```

***

- Among the records above, which one has the highest max |F|?
  C15H42F4IO7P

***

What did the first record say?
Density functional theory data (ωB97M-V/def2-TZVPD) for a 7-piece molecular cluster, C15H42F4IO7P overall at a distorted geometry.

Max |F|: 1.4 eV/A
Energy: -2161.74892 hartree
SMILES: CC(C)C[C@@H](C)CO[PH2](I)C(F)(F)C(F)F.CO.CO.CO.CO.CO.CO

The geometry in ORCA input format:
```
! wB97M-V def2-TZVPD RIJCOSX def2/J DEFGRID3
* xyz 0 1
C 2.97055 3.63636 0.54367
C 2.37789 2.65106 -0.49287
C 1.54069 3.43393 -1.53103
C 1.53877 1.60284 0.24326
C 0.84785 0.56908 -0.68229
C 1.09626 -0.84946 -0.12019
C -0.63842 0.77969 -0.95577
O -1.35217 1.25511 0.19778
P -3.01251 1.18101 0.10643
I -5.56109 0.75224 -0.03433
C -3.29369 3.01665 0.52584
F -3.88680 3.14175 1.72986
F -2.09352 3.62548 0.59413
C -4.13131 3.76670 -0.56942
F -5.37334 4.01323 -0.12120
F -3.54723 4.97006 -0.80545
H 3.81357 4.16950 0.10772
H 2.18924 4.32223 0.85512
H 3.26911 3.08225 1.43348
H 3.23425 2.18176 -0.98094
H 2.01596 3.39589 -2.51225
H 0.52358 3.06627 -1.61988
H 1.49706 4.48916 -1.26388
H 2.23081 1.02312 0.85813
H 0.86183 2.10446 0.93528
H 1.35336 0.64458 -1.64872
H 0.36020 -1.56714 -0.46730
H 1.13650 -0.81452 0.96297
H 2.07585 -1.17591 -0.46981
H -1.04601 -0.19248 -1.24640
H -0.79441 1.49405 -1.76902
H -3.03838 0.26980 1.15806
H -3.00369 0.86084 -1.25341
H -4.15745 3.22763 -1.51699
C -0.01631 4.59650 3.67215
O 1.22064 4.28442 3.03701
H -0.68140 3.75594 3.50766
H 0.11496 4.73773 4.74877
H -0.46908 5.49448 3.24437
H 1.81624 5.02264 3.19049
C -5.57247 -0.81751 -3.59890
O -4.17183 -0.60236 -3.78053
H -5.84948 -0.26566 -2.70531
H -6.14503 -0.44050 -4.45055
H -5.79493 -1.87683 -3.44749
H -3.89457 -1.08154 -4.56446
C 1.75899 -4.14560 -2.04292
O 0.74145 -3.16911 -2.25385
H 1.95795 -4.18230 -0.97420
H 1.42451 -5.13214 -2.37734
H 2.67314 -3.87008 -2.57128
H 0.56153 -3.12990 -3.19600
C 1.26385 -3.72920 2.66887
O 1.72822 -2.38712 2.52308
H 1.46715 -4.24565 1.73369
H 1.78983 -4.24011 3.47952
H 0.19253 -3.75894 2.86770
H 1.55142 -1.92890 3.34847
C -1.69176 -4.13044 5.56420
O -1.12842 -5.07045 4.65554
H -1.89732 -3.22203 5.00316
H -2.62834 -4.49901 5.98978
H -0.99762 -3.89436 6.37529
H -0.94416 -5.87719 5.14241
C 5.53076 -3.61272 -4.03949
O 4.31655 -2.86910 -4.00287
H 5.61794 -4.13615 -3.09082
H 5.52382 -4.34709 -4.84912
H 6.39513 -2.95527 -4.16020
H 4.23279 -2.40170 -4.83741
*
```

***

- Which value of max |F| does entry 1 give?
  1.4 eV/A